24
Properties=species:S:1:pos:R:3:forces:R:3:nbo_charge:R:1 method="wB97M-V/def2-TZVPD" e_homo_ev=-7.58 charge=0 e_above_lowest_kcal_mol=0.00 fmax_ev_per_a=1.10 e_lumo_ha=0.024 molar_mass_g_mol=163.16 homo_lumo_gap_ev=8.24 multiplicity=1
C -0.6869 1.9777 0.7682 0.215 0.030 0.025 -0.41
N -1.1130 0.9992 -0.1940 -0.349 -0.475 -0.143 -0.76
C -2.2402 1.3736 -1.0124 -0.056 -0.014 0.011 -0.40
P -0.4318 -0.5171 -0.4750 0.344 0.175 -0.240 1.31
N 1.0432 -0.0618 -1.2652 0.081 -0.200 -0.277 -0.85
C 1.7065 -0.3013 -2.2956 0.564 0.497 0.099 0.46
O 1.6354 -1.3142 -3.2203 -0.757 0.005 0.802 -0.69
N 0.2732 -0.7728 1.0770 -0.172 -0.313 -0.252 -0.75
C 1.6374 -1.2144 1.2472 0.126 0.124 0.024 -0.41
C -0.6455 -1.4899 1.9429 -0.024 0.142 0.060 -0.42
H 0.1630 1.5756 1.3144 -0.009 0.108 0.078 0.23
H -0.3926 2.9145 0.2872 0.015 0.068 -0.029 0.18
H -1.4962 2.1929 1.4763 0.035 0.040 0.004 0.18
H -2.4869 0.5343 -1.6648 -0.122 0.077 -0.035 0.21
H -3.1152 1.6117 -0.3959 -0.008 0.022 -0.045 0.18
H -2.0137 2.2448 -1.6376 -0.024 -0.006 -0.014 0.18
H 2.5223 0.4025 -2.5112 0.065 -0.177 -0.277 0.12
H 2.3200 -1.2045 -3.8868 0.061 0.176 0.067 0.49
H 2.2904 -0.6045 0.6307 0.118 -0.040 0.048 0.22
H 1.9141 -1.0781 2.2974 0.059 -0.025 -0.052 0.19
H 1.7872 -2.2719 0.9941 0.005 -0.068 -0.019 0.17
H -0.4032 -1.2750 2.9854 -0.055 -0.007 0.057 0.19
H -1.6599 -1.1459 1.7426 -0.093 -0.059 0.117 0.21
H -0.6077 -2.5753 1.7955 -0.020 -0.079 -0.009 0.17